C2H5OS | ωB97M-V with the def2-TZVPD basis set

- energy above the lowest of the compared OMol25 structures with the same formula, charge and spin (kcal per mole) = 14.1
- strongest force on any atom (eV/A) = 3.31
- net charge = -1
- DFT total energy (eV) = -15037.9624
- E_HOMO (eV) = -3.15
- gap between HOMO and LUMO (eV) = 7.368
- M (u) = 77.13

Geometry (Å):
S: 1.441389 -1.856684 1.065097
O: -0.174896 -0.466571 -1.126144
C: -0.555314 1.273084 0.361809
C: -0.598669 0.783838 -0.884194
H: 1.957479 -3.056208 0.731293
H: -1.210196 2.166647 0.644827
H: 0.451556 -0.810369 -0.334509
H: -0.335000 0.710040 1.314269
H: -0.976348 1.256224 -1.772448

Forces on atoms 1 to 2 (eV/Å):
0.18 0.02 0.37
1.22 0.01 0.23

=====

C36H49AsCuN4OS2Si | ωB97M-V with the def2-TZVPD basis set

- energy above the lowest of the compared OMol25 structures with the same formula, charge and spin (kcal per mole) = 0.0
- strongest force on any atom (eV/A) = 1.93
- expectation value of S² = 0.78
- DFT total energy (eV) = -181160.5404
- E_HOMO (spin up / spin down) (eV) = -5.89 / -7.04
- gap between HOMO and LUMO (spin up / spin down) (eV) = 6.379 / 7.335
- spin multiplicity = 2
- M (u) = 784.50

Geometry (Å):
As: 10.637509 10.510696 8.322300
Cu: 12.553867 10.832484 9.467781
S: 14.631282 12.322747 8.797341
S: 14.785174 8.765123 10.050771
Si: 14.619688 14.575066 8.897863
O: 13.443411 8.871036 9.334130
N: 16.600330 11.996143 10.537883
N: 13.231607 11.565351 11.263060
N: 17.122304 11.578259 11.766207
N: 14.513472 11.848594 11.517659
C: 17.778624 16.955515 10.156905
C: 13.542672 15.131002 10.295598
C: 10.692624 11.326802 14.616229
C: 12.433204 11.466382 12.408396
C: 16.831047 11.746984 14.172186
C: 12.503276 7.734322 12.090086
C: 16.682753 12.489199 15.370921
C: 10.736069 10.046392 6.437359
C: 12.952864 11.466564 13.723774
C: 7.299817 9.023441 8.416710
C: 16.385583 13.844028 15.262375
C: 16.795451 12.330255 12.913156
C: 11.052641 11.408164 12.214726
C: 8.713301 7.425884 7.346979
C: 12.063829 11.402786 14.781236
C: 16.436904 13.672414 12.823750
C: 9.705342 8.942509 9.095224
C: 15.512333 6.198418 7.536960
C: 18.529753 15.611817 8.318020
C: 15.381326 7.719114 7.532900
C: 16.274182 14.389024 14.002361
C: 15.306822 12.061036 10.458893
C: 10.182579 11.410031 13.299621
C: 7.627502 6.993999 6.556914
C: 13.973463 7.348943 12.194987
C: 9.210816 11.846637 8.326922
C: 6.402756 7.633731 6.672305
C: 18.791463 16.576632 9.300514
C: 15.973277 8.517217 8.685120
C: 6.263169 8.651103 7.601248
C: 17.296329 15.004275 8.210330
C: 14.035798 14.866164 7.139423
C: 16.541525 16.321425 10.060182
C: 8.553724 8.443935 8.275463
C: 16.298149 15.380098 9.085537
C: 14.627404 7.123550 10.841378
H: 16.725648 11.915262 16.287316
H: 13.992396 6.549983 10.174360
H: 10.675267 10.963749 5.864440
H: 16.146943 9.559331 8.434261
H: 16.440368 14.122985 11.838395
H: 17.177076 10.713195 14.208303
H: 11.958795 7.043935 11.444618
H: 15.191259 5.767351 6.561065
H: 13.740639 15.887657 7.015172
H: 14.917872 5.731735 8.301301
H: 15.742156 16.628715 10.719368
H: 9.381924 9.320949 10.061175
H: 5.585972 7.322869 5.980847
H: 19.739770 17.014350 9.357544
H: 12.560626 14.732634 10.066787
H: 10.453482 8.173158 9.232654
H: 16.886735 8.031541 9.046119
H: 11.666548 9.480880 6.289671
H: 16.057140 15.436245 13.916582
H: 10.613757 11.449781 11.236320
H: 12.494647 11.423620 15.781387
H: 13.135029 14.246904 6.940170
H: 14.815990 14.628861 6.416664
H: 9.694141 6.978349 7.237146
H: 19.309543 15.343745 7.629742
H: 15.831895 8.088689 6.604553
H: 14.358349 7.980200 7.467713
H: 18.107490 11.547085 11.750296
H: 14.532299 8.141494 12.718580
H: 12.050308 7.741394 13.066786
H: 14.155706 6.448515 12.782347
H: 13.912465 14.784152 11.266451
H: 9.065098 11.362882 13.153548
H: 7.735462 6.223218 5.814335
H: 17.076863 14.357337 7.413051
H: 13.484948 16.224208 10.243002
H: 13.990201 11.483704 13.897679
H: 16.270075 14.399184 16.168396
H: 7.121090 9.882558 9.099651
H: 10.071282 11.300360 15.495179
H: 9.599721 12.743400 7.887889
H: 8.302551 11.543522 7.787503
H: 15.599417 6.700645 10.894408
H: 16.556562 5.868599 7.705240
H: 12.422238 8.737059 11.661419
H: 9.893232 9.396447 6.209306
H: 8.924004 12.082315 9.334921
H: 5.273388 9.088698 7.743992
H: 17.955637 17.723713 10.936984

Forces on atoms 1 to 2 (eV/Å):
-0.46 -0.08 -0.10
0.62 0.60 0.37

=====

CH3BrO2 | ωB97M-V with the def2-TZVPD basis set

- energy above the lowest of the compared OMol25 structures with the same formula, charge and spin (kcal per mole) = 79.4
- strongest force on any atom (eV/A) = 5.66
- DFT total energy (eV) = -75219.4492
- E_HOMO (spin up / spin down) (eV) = -8.86 / -8.86
- gap between HOMO and LUMO (spin up / spin down) (eV) = 8.989 / 8.990
- M (u) = 126.94

Geometry (Å):
Br: -0.814606 1.747217 -1.096506
O: 0.872456 0.789250 0.836646
O: 1.142777 -0.228020 -0.994903
C: 0.224350 0.412040 -0.292771
H: 0.851897 -0.507217 -1.778127
H: -1.139823 -0.869655 0.102479
H: 0.503231 1.368135 1.426123

Forces on atoms 1 to 2 (eV/Å):
-0.45 0.91 -0.71
1.79 -2.63 -2.50

=====

C26H46AuO2P2 | ωB97M-V with the def2-TZVPD basis set

- energy above the lowest of the compared OMol25 structures with the same formula, charge and spin (kcal per mole) = 1.4
- strongest force on any atom (eV/A) = 1.68
- net charge = +1
- expectation value of S² = 2.01
- DFT total energy (eV) = -54065.6309
- E_HOMO (spin up / spin down) (eV) = -9.88 / -10.16
- gap between HOMO and LUMO (spin up / spin down) (eV) = 7.643 / 4.909
- spin multiplicity = 3
- M (u) = 649.57

Geometry (Å):
Au: 0.082033 -0.142218 -0.364594
P: 1.593637 1.489747 -1.230555
P: -1.210178 0.135335 -2.331219
O: -0.845691 2.050877 1.340143
O: -1.774478 4.094977 1.066711
C: -1.236421 -1.467726 -3.196243
C: 0.575893 2.342459 -2.523689
C: 2.308382 2.719239 -0.115437
C: 0.641023 -2.231605 0.494114
C: -0.782361 -1.104835 1.945596
C: -2.065268 -0.365430 -7.157710
C: -2.009379 -0.651859 2.632786
C: 1.173819 -3.198630 -0.509211
C: 2.914175 -1.207765 1.282482
C: -1.425254 3.121996 1.767558
C: -0.031452 2.391259 -6.980944
C: -2.158375 0.976391 -7.106394
C: -1.907889 -2.836749 0.385905
C: 0.213575 -0.452266 -8.384609
C: -1.649567 3.106957 3.258645
C: 0.915568 1.277259 -6.637823
C: -0.735195 -2.073413 0.894493
C: -1.087815 -1.169846 -7.960789
C: -0.293901 1.370899 -3.366413
C: 2.945281 0.585074 -2.067694
C: -2.910026 0.703591 -2.029546
C: 1.432019 -1.341803 1.306086
C: 0.961752 0.359483 3.195484
C: -1.291315 1.993982 -7.782525
C: 0.552935 -0.656954 2.203027
C: 1.024726 0.095896 -7.244964
H: -0.351268 2.885188 -6.049480
H: 3.681047 0.293539 -1.300410
H: 1.020093 -0.067533 4.207986
H: 3.335870 -1.542892 0.327924
H: 3.221637 -0.164638 1.441313
H: -0.059240 3.057246 -1.957836
H: -2.886478 1.704644 -1.568544
H: -1.047108 1.936328 -3.943996
H: -1.704212 -3.293220 -0.588848
H: -2.194496 -3.640817 1.080484
H: 1.488372 3.229898 0.413902
H: 0.245427 1.195735 3.192515
H: -1.006479 1.719184 -8.803593
H: 1.991597 -2.745556 -1.086387
H: -0.232214 -1.920999 -3.156483
H: -2.124769 3.986957 3.673339
H: -2.285806 2.268783 3.565112
H: 0.390827 -3.501679 -1.215332
H: 3.430837 1.226190 -2.819771
H: 1.571939 -4.112174 -0.042166
H: -2.831860 -0.961717 -6.651151
H: 2.548402 -0.324113 -2.547463
H: -1.579223 -1.546798 -8.874157
H: -1.899680 2.909023 -7.874242
H: -1.991442 0.438924 2.757637
H: 2.949244 2.195420 0.610547
H: 1.645557 1.535450 -5.854767
H: -0.704537 3.009483 3.805022
H: -2.900644 -0.903408 2.044976
H: -3.377353 -0.006419 -1.328023
H: -1.551929 -1.351806 -4.243998
H: -0.815545 -2.067185 -7.383869
H: 0.504703 3.166351 -7.555032
H: -2.116216 -1.126003 3.618966
H: -1.945468 -2.123649 -2.665725
H: 3.380875 -1.803729 2.080934
H: -2.784140 -2.182172 0.278678
H: 0.839744 -1.214723 -8.875741
H: -0.011140 0.293838 -9.154144
H: -2.990957 1.413983 -6.544048
H: 1.949225 0.773469 2.950198
H: 0.325587 0.799537 -4.088163
H: 2.913992 3.449458 -0.678670
H: -3.489451 0.726131 -2.965614
H: 1.273126 2.905267 -3.169413
H: 1.827400 -0.584718 -6.922740

Forces on atoms 1 to 2 (eV/Å):
-0.16 0.90 0.08
-0.46 -0.37 0.03

=====

C4H12 | ωB97M-V with the def2-TZVPD basis set

- energy above the lowest of the compared OMol25 structures with the same formula, charge and spin (kcal per mole) = 5.1
- strongest force on any atom (eV/A) = 1.20
- SMILES string = CC.CC
- DFT total energy (eV) = -4342.3067
- E_HOMO (eV) = -11.58
- gap between HOMO and LUMO (eV) = 12.753
- M (u) = 60.14

Geometry (Å):
C: 2.466952 -1.319272 0.486275
C: -1.717524 0.068896 -0.838092
C: -2.343776 1.449279 -0.631632
C: 1.530211 -0.235306 0.970967
H: 1.174634 0.276187 0.083223
H: -2.977940 1.456967 0.255870
H: 2.588019 -2.144537 1.188834
H: 2.036511 0.438665 1.663262
H: -2.941612 1.825078 -1.462638
H: -1.561189 2.188289 -0.454103
H: 0.689475 -0.614514 1.552271
H: -1.431913 -0.249033 0.160819
H: -2.359974 -0.671779 -1.309246
H: 2.220922 -1.680554 -0.502431
H: -0.858671 0.147068 -1.499808
H: 3.485876 -0.935433 0.336429

Forces on atoms 1 to 2 (eV/Å):
1.19 -0.12 0.12
-0.16 0.55 -0.06

=====

C3H7NO2 | ωB97M-V with the def2-TZVPD basis set

- energy above the lowest of the compared OMol25 structures with the same formula, charge and spin (kcal per mole) = 24.6
- strongest force on any atom (eV/A) = 1.25
- SMILES string = O=CNCCO
- DFT total energy (eV) = -8809.4601
- E_HOMO (eV) = -9.89
- gap between HOMO and LUMO (eV) = 10.590
- M (u) = 89.09

Geometry (Å):
O: 1.273536 0.087822 1.449679
O: -1.335497 -0.538933 1.486041
N: 0.986939 0.337523 -0.775079
C: -1.282543 -0.634872 0.091989
C: -0.510553 0.509266 -0.624385
C: 1.741935 0.192420 0.326585
H: -0.855648 -1.586673 -0.255803
H: -0.850445 0.564521 -1.653540
H: -0.796787 1.452722 -0.110456
H: 1.541747 0.444481 -1.634258
H: -0.416279 -0.392076 1.774892
H: 2.834271 0.177183 0.172966
H: -2.330680 -0.613388 -0.248628

Forces on atoms 1 to 2 (eV/Å):
0.40 0.00 0.05
0.16 0.06 -0.02